Record 1
CH4N3 | ωB97M-V with the def2-TZVPD basis set

Geometry as XYZ:
```
8
Properties=species:S:1:pos:R:3
C -1.1063 0.0784 0.4369
N -1.0757 -0.1626 3.3859
N -0.9997 -0.1467 2.2663
N 0.2594 0.2454 -0.0483
H -1.4867 -0.9284 0.2361
H 0.6613 1.1457 0.2674
H 0.1184 0.3004 -1.0731
H 0.9305 -0.5197 0.1297
```

- E_HOMO (eV) = -14.690
- energy relative to the best compared isomer or geometry (same formula, charge and spin) (kJ/mol) = 325.64
- total charge = +1

=====

Record 2
C39H54N3O2S3TeW | ωB97M-V with the def2-TZVPD basis set

Geometry as XYZ:
```
103
Properties=species:S:1:pos:R:3
W -1.7521 0.5454 -1.6569
C -5.6914 0.2434 0.2646
C -4.6851 1.2271 0.8517
S -3.3968 1.9570 -0.1996
C -4.2507 2.8893 -1.4850
C -4.9131 2.0545 -2.5628
S -3.7243 0.9067 -3.3216
C -4.6441 -0.6610 -3.4263
C -5.6146 -1.0197 -2.3099
S -4.9019 -1.1024 -0.6490
H -6.4410 0.7441 -0.3465
H -6.2313 -0.1983 1.1035
H -4.1067 0.7589 1.6494
H -5.2103 2.0763 1.2940
H -3.4550 3.4961 -1.9241
H -4.9626 3.5777 -1.0281
H -5.3090 2.7056 -3.3411
H -5.7423 1.4814 -2.1593
H -3.8544 -1.4090 -3.5044
H -5.1816 -0.6384 -4.3746
H -5.9963 -2.0155 -2.5396
H -6.4870 -0.3678 -2.2951
C 1.1844 0.9253 -4.5007
C 0.3457 -0.1770 -3.8735
C 1.1198 -0.8964 -2.7779
C -0.1714 -1.1543 -4.9164
O -0.8110 0.4497 -3.2861
H 2.0858 0.5131 -4.9561
H 1.4844 1.6504 -3.7409
H 0.6143 1.4411 -5.2732
H 1.9833 -1.4275 -3.1815
H 0.4757 -1.6241 -2.2803
H 1.4870 -0.1667 -2.0483
H 0.6565 -1.6474 -5.4279
H -0.7678 -0.6247 -5.6593
H -0.7881 -1.9168 -4.4381
C 3.4346 -0.2234 6.8780
C 2.8470 -0.4166 5.5142
C 2.8742 -1.6689 4.8976
C 2.3749 -1.8799 3.6271
C 2.3632 -3.2860 3.0927
C 1.8546 -0.7601 2.9247
Te 1.3692 -0.7640 0.9176
N -1.4310 -0.4309 0.0044
C -1.7873 -1.5719 -0.5496
O -2.0896 -1.5159 -1.8240
C -1.8311 -2.8598 0.1579
C -1.5401 -2.9091 1.5223
C -1.4973 -4.1300 2.1738
C -1.7497 -5.3005 1.4663
C -2.0545 -5.2517 0.1117
C -2.0989 -4.0321 -0.5450
C 2.3919 -2.4152 0.1102
C 1.6598 -3.5160 -0.3173
C 2.3127 -4.5697 -0.9359
C 3.6856 -4.5089 -1.1226
C 4.4024 -3.4010 -0.6949
C 3.7749 -2.3263 -0.0703
C 4.5773 -1.1475 0.4075
C 1.7306 0.4936 3.5622
C 1.0370 1.6889 2.9515
C 2.2462 0.6390 4.8387
H 3.3799 -1.1371 7.4673
H 2.9319 0.5758 7.4199
H 4.4893 0.0484 6.7909
H 3.2780 -2.5132 5.4443
H 2.3707 -3.9880 3.9254
H 3.2368 -3.4990 2.4753
H 1.4775 -3.4885 2.4942
H -1.3676 -1.9842 2.0588
H -1.2799 -4.1745 3.2331
H -1.7191 -6.2545 1.9761
H -2.2591 -6.1659 -0.4291
H -2.3254 -3.9760 -1.6015
H 0.5898 -3.5680 -0.1599
H 1.7495 -5.4326 -1.2650
H 4.2042 -5.3282 -1.6024
H 5.4745 -3.3659 -0.8444
H 5.6235 -1.2546 0.1280
H 4.5324 -1.0469 1.4954
H 4.2168 -0.2105 -0.0276
H 0.6239 1.5160 1.9576
H 1.7239 2.5353 2.8906
H 0.2066 1.9858 3.5928
H 2.1624 1.6025 5.3291
N -0.7087 2.3659 -1.2406
C -0.0499 3.3067 -1.0680
N 0.6967 4.3355 -0.8397
C 0.1143 5.6510 -0.4918
C 0.8295 6.2156 0.7251
C 2.3404 6.2440 0.5043
C 2.8667 4.8485 0.1736
C 2.1605 4.2760 -1.0437
H -0.9510 5.5136 -0.3140
H 0.2391 6.3087 -1.3560
H 0.5913 5.6010 1.5980
H 0.4463 7.2177 0.9200
H 2.8412 6.6318 1.3906
H 2.5791 6.9284 -0.3156
H 2.7100 4.1786 1.0251
H 3.9384 4.8751 -0.0268
H 2.4334 3.2378 -1.2272
H 2.3988 4.8553 -1.9400
```

- E_HOMO (alpha / beta) (eV) = -11.812 / -13.303
- multiplicity = 4
- energy relative to the best compared isomer or geometry (same formula, charge and spin) (kJ/mol) = 22.79
- total charge = +2

=====

Record 3
C16H13F16N2O2 | ωB97M-V with the def2-TZVPD basis set

Geometry as XYZ:
```
49
Properties=species:S:1:pos:R:3
C 0.0281 1.9524 3.5885
C 0.0897 1.1531 2.7030
N 0.1896 0.3776 1.5813
C -0.9079 -0.0954 1.0005
C -0.8844 -0.8496 -0.1523
C 0.3377 -1.1262 -0.6671
C 1.4354 -0.6175 0.0294
N 1.4146 0.1247 1.1064
H -0.0445 2.7475 4.2866
H -1.8502 0.1369 1.4755
H -1.7855 -1.2077 -0.6147
H 0.4508 -1.7057 -1.5664
H 2.4114 -0.8471 -0.3564
C -4.1282 2.2837 2.2825
C -4.6633 0.8631 2.5562
C -6.0446 0.5036 2.0009
F -6.9997 1.2717 2.5430
F -6.3099 -0.7847 2.3152
F -4.6007 0.6048 3.8703
F -3.7787 -0.0104 1.9434
O -4.2379 3.2348 3.3187
C -5.3760 4.0137 3.4608
C -6.0700 3.7555 4.8005
F -6.4361 2.4619 4.8969
F -7.1764 4.5194 4.8725
F -6.2103 3.8582 2.4199
F -4.9710 5.2966 3.4573
H -3.0506 2.1607 2.1662
H -4.4864 2.6748 1.3296
H -6.0663 0.6087 0.9114
H -5.4012 4.0001 5.6286
C 5.3723 -2.5024 -2.3220
C 3.9491 -2.1320 -2.7818
C 3.2438 -3.0802 -3.7527
F 3.8855 -3.1569 -4.9230
F 1.9934 -2.5926 -3.9889
F 3.9368 -0.8742 -3.2558
F 3.1543 -2.1250 -1.6491
O 6.4501 -1.8489 -2.9566
C 7.0102 -2.3497 -4.1190
C 6.8614 -1.3648 -5.2807
F 5.5567 -1.1137 -5.5196
F 7.3988 -1.9091 -6.3895
F 6.5187 -3.5645 -4.4213
F 8.3257 -2.5001 -3.8870
H 5.4321 -2.1562 -1.2903
H 5.5158 -3.5823 -2.2802
H 3.1486 -4.0807 -3.3208
H 7.3691 -0.4260 -5.0503
```

- E_HOMO (eV) = -13.959
- total charge = +1